Entry 1:
This record from the OMol25 dataset describes a single C6H10O molecule. The level of theory is wB97M-V/def2-TZVPD.

The geometry in XYZ format:
```
17
Properties=species:S:1:pos:R:3:forces:R:3
O 2.97276 -0.45987 1.30291 0.07 0.24 0.20
C 1.94726 -0.35865 0.41656 -0.32 0.08 -0.21
C -0.60311 -0.80816 -0.98439 0.06 -0.17 -0.13
C -1.59240 -0.62989 0.18482 -0.11 -0.11 0.08
C -1.45841 0.88843 -0.02978 -0.08 0.16 0.08
C -0.07395 0.62140 -0.68072 0.08 0.07 -0.11
C 1.06746 0.63661 0.30667 0.13 -0.18 0.02
H 2.92372 0.28090 1.92149 0.08 -0.07 -0.08
H 1.92461 -1.23076 -0.23147 -0.01 0.15 0.14
H 0.08912 -1.65336 -0.94783 -0.11 0.15 -0.04
H -1.12667 -0.82989 -1.94544 0.05 0.03 0.12
H -1.12170 -0.92411 1.12848 -0.10 0.01 -0.15
H -2.58115 -1.09163 0.11501 0.13 0.09 -0.02
H -2.16554 1.22510 -0.79684 0.11 0.00 0.15
H -1.52144 1.55958 0.83346 0.09 -0.12 -0.10
H 0.15520 1.25920 -1.54461 -0.02 -0.16 0.12
H 1.16424 1.51511 0.95166 -0.03 -0.17 -0.08
```
Forces are in eV/Å.

Calculated values
Calculated total energy (Ha): -309.8016
Max |F| (eV Å⁻¹): 0.4
Energy above the lowest of the compared OMol25 structures with the same formula, charge and spin (kcal/mol): 25.6
Molecular weight (g/mol): 98.14
Gap between HOMO and LUMO (eV): 9.62
HOMO (eV): -8.67
SMILES: O/C=C/C1CCC1
LUMO energy (eV): 1.0

---

Entry 2:
This record from the OMol25 dataset describes C6H10O as an isolated structure at a distorted geometry. The level of theory is wB97M-V/def2-TZVPD.

The geometry in XYZ format:
```
17
Properties=species:S:1:pos:R:3:forces:R:3
O 2.29740 -0.87377 0.56573 -0.33 -0.19 0.08
C 1.31892 -0.37843 -0.32561 -1.82 -1.26 -0.22
C -0.15627 -1.45262 -0.26200 1.58 1.81 -0.22
C -1.30139 -0.70372 0.36352 -0.02 2.48 -0.56
C -1.35354 1.03340 -0.40452 -0.16 -2.15 0.97
C -0.07962 1.69781 -0.08889 0.31 -0.44 0.50
C 1.09624 1.05951 -0.01886 -0.54 -0.09 0.24
H 2.02784 -0.57114 1.44598 0.23 -0.18 -0.18
H 1.60328 -0.66130 -1.33006 0.51 0.49 -0.16
H 0.41197 -2.18021 0.31932 -0.87 -0.23 0.34
H -0.44481 -1.92314 -1.23095 0.59 0.72 0.42
H -1.15735 -0.63523 1.44903 -0.31 0.35 -0.30
H -2.31363 -1.01418 0.10076 0.27 -0.36 0.17
H -1.51549 0.65893 -1.41041 0.20 0.37 -0.28
H -2.18860 1.71782 -0.13088 0.27 -1.08 0.08
H -0.11829 2.68404 0.37761 -0.10 -0.12 -0.29
H 1.87334 1.54223 0.58023 0.17 -0.11 -0.60
```
Forces are in eV/Å.

Calculated values
Calculated total energy (Ha): -309.7579
Max |F| (eV Å⁻¹): 2.5
Energy above the lowest of the compared OMol25 structures with the same formula, charge and spin (kcal/mol): 53.0
Molecular weight (g/mol): 98.14
Gap between HOMO and LUMO (eV): 10.10
HOMO (eV): -9.09
LUMO energy (eV): 1.0

---

Entry 3:
This record from the OMol25 dataset describes a single C6H10O molecule. The level of theory is wB97M-V/def2-TZVPD.

The geometry in XYZ format:
```
17
Properties=species:S:1:pos:R:3:forces:R:3
C -1.91580 -0.10806 0.37662 0.00 0.03 -0.05
C -0.48842 -0.26139 0.86945 -0.09 0.23 -0.07
O -0.28231 -1.64350 1.18522 -0.01 -0.08 0.11
C 1.61952 -0.98496 -0.06174 -0.06 0.21 -0.29
C 0.78137 -0.81701 -1.27891 0.04 -0.08 -0.08
C 0.58658 0.12071 -0.14477 0.05 -0.02 0.11
C 1.04578 1.55754 -0.25206 0.03 0.02 0.00
H -2.15330 0.94784 0.20587 0.07 -0.15 0.02
H -2.06608 -0.65540 -0.55950 0.05 0.05 0.12
H -2.61759 -0.50334 1.11898 0.15 0.06 -0.08
H -0.35346 0.35166 1.77516 0.06 -0.10 -0.13
H 0.66401 -1.74683 1.39998 -0.23 -0.12 0.25
H 1.37155 -0.45442 -2.12057 -0.13 0.03 0.01
H 0.07797 -1.60917 -1.53260 0.17 0.08 0.05
H 0.28566 2.18811 -0.72772 0.07 -0.11 0.08
H 1.27526 1.97015 0.73699 -0.05 -0.07 -0.12
H 1.95679 1.62426 -0.85721 -0.15 0.01 0.09
```
Forces are in eV/Å.

Calculated values
Calculated total energy (Ha): -309.6910
Max |F| (eV Å⁻¹): 0.4
Energy above the lowest of the compared OMol25 structures with the same formula, charge and spin (kcal/mol): 95.0
Molecular weight (g/mol): 98.14
Gap between HOMO and LUMO (eV): 8.72
HOMO (eV): -9.04
LUMO energy (eV): -0.3

---

Entry 4:
This record from the OMol25 dataset describes C6H10O as an isolated structure at a distorted geometry. The level of theory is wB97M-V/def2-TZVPD.

The geometry in XYZ format:
```
17
Properties=species:S:1:pos:R:3:forces:R:3
C -0.48068 0.74901 1.89411 0.28 0.09 -0.01
C -0.63032 -0.03863 0.61620 0.92 -0.02 -0.08
C -1.20357 0.57155 -0.64369 0.33 -0.05 0.08
C -0.52816 -0.26758 -1.69587 0.00 0.04 -0.40
C 0.70388 -0.71220 -1.42958 -0.47 -0.27 -0.11
C 1.10007 -0.70272 -0.01221 -1.25 0.05 0.27
O 2.49831 -0.43538 0.18437 -0.71 0.83 0.33
H 0.14444 1.62088 1.69548 0.01 0.08 0.20
H -1.41232 1.09582 2.37424 0.14 -0.22 -0.39
H 0.04058 0.10740 2.61327 -0.03 0.26 0.06
H -1.24377 -0.94884 0.80143 1.00 0.11 -0.09
H -0.88023 1.61408 -0.76658 -0.02 -0.09 -0.07
H -2.30062 0.58711 -0.77039 0.38 -0.28 0.46
H -1.05270 -0.55046 -2.59802 0.20 0.52 -0.46
H 1.36971 -1.02815 -2.23429 -0.16 -0.51 0.30
H 0.94850 -1.59428 0.58103 0.11 -0.58 -0.51
H 2.92688 -0.06762 -0.60948 -0.73 0.05 0.43
```
Forces are in eV/Å.

Calculated values
Calculated total energy (Ha): -309.7569
Max |F| (eV Å⁻¹): 1.3
Energy above the lowest of the compared OMol25 structures with the same formula, charge and spin (kcal/mol): 53.6
Molecular weight (g/mol): 98.14
Gap between HOMO and LUMO (eV): 9.33
HOMO (eV): -8.52
LUMO energy (eV): 0.8

---

Entry 5:
This record from the OMol25 dataset describes a single C6H10O molecule. The level of theory is wB97M-V/def2-TZVPD.

The geometry in XYZ format:
```
17
Properties=species:S:1:pos:R:3:forces:R:3
C 2.28162 -0.33561 0.28467 0.06 0.02 -0.03
C 0.78165 -0.24847 0.17019 -0.07 0.14 0.01
C 0.06917 -1.57297 0.13318 -0.06 -0.01 0.03
C 0.16434 0.93522 0.13640 0.14 -0.13 0.08
C -1.32009 1.17377 0.21647 0.04 -0.03 -0.02
C -2.16492 0.85300 -0.99806 0.09 -0.20 -0.23
O -1.81581 0.20532 -1.95318 -0.10 0.31 0.40
H 2.71460 -0.99676 -0.47533 -0.10 0.09 0.07
H 2.55011 -0.75816 1.26266 -0.03 0.04 -0.16
H 2.75518 0.64756 0.20372 -0.09 -0.14 -0.01
H 0.35207 -2.11238 -0.77954 -0.04 0.08 0.13
H -1.01865 -1.47345 0.12331 0.15 0.00 0.02
H 0.36072 -2.20482 0.98174 -0.02 0.11 -0.10
H 0.78309 1.83131 0.10531 -0.08 -0.13 0.05
H -1.52220 2.21955 0.48143 0.00 -0.14 -0.05
H -1.76691 0.58793 1.03589 0.00 0.06 -0.11
H -3.20397 1.24898 -0.92885 0.11 -0.08 -0.08
```
Forces are in eV/Å.

Calculated values
Calculated total energy (Ha): -309.8272
Max |F| (eV Å⁻¹): 0.5
Energy above the lowest of the compared OMol25 structures with the same formula, charge and spin (kcal/mol): 9.5
Molecular weight (g/mol): 98.14
Gap between HOMO and LUMO (eV): 9.99
HOMO (eV): -9.04
SMILES: CC(C)=CCC=O
LUMO energy (eV): 1.0

---

Entry 6:
This record from the OMol25 dataset describes a single C6H10O molecule at a distorted geometry. The level of theory is wB97M-V/def2-TZVPD.

The geometry in XYZ format:
```
17
Properties=species:S:1:pos:R:3:forces:R:3
O -0.75764 -0.35120 2.08893 -0.83 0.00 0.55
C -1.56297 -0.97984 1.43787 0.42 0.51 0.56
C -1.36022 -1.20074 -0.01976 1.44 0.41 0.11
C 0.36254 -1.00929 -0.15323 -1.07 -0.43 -0.33
C 0.68804 0.29750 -0.87476 -0.37 -0.22 -0.15
C 0.34055 1.62279 -0.23573 -0.28 -0.01 -0.02
C 1.77682 1.27734 -0.46686 0.12 -0.27 -0.04
H -2.39837 -1.48390 1.96308 -0.12 0.13 -0.22
H -2.08434 -2.01660 -0.33231 1.87 0.05 0.00
H -1.69314 -0.37474 -0.64676 -0.22 0.42 0.40
H 0.69949 -1.89042 -0.68513 0.31 0.03 -0.38
H 0.91914 -0.97745 0.81198 -1.16 -0.33 -0.48
H 0.50703 0.24025 -1.94473 0.04 0.14 0.04
H -0.11104 2.38342 -0.86618 0.07 -0.08 0.12
H -0.02618 1.58781 0.78702 0.09 0.00 -0.20
H 2.29989 1.80754 -1.26228 -0.12 -0.24 0.15
H 2.40040 1.06752 0.39883 -0.18 -0.10 -0.11
```
Forces are in eV/Å.

Calculated values
Calculated total energy (Ha): -309.7732
Max |F| (eV Å⁻¹): 1.9
Energy above the lowest of the compared OMol25 structures with the same formula, charge and spin (kcal/mol): 43.4
Molecular weight (g/mol): 98.14
Gap between HOMO and LUMO (eV): 10.81
HOMO (eV): -9.68
SMILES: O=CCCC1CC1
LUMO energy (eV): 1.1